*one*
Entry from the OMol25 dataset: one molecule with the formula C5H11N (ωB97M-V/def2-TZVPD).

Each line ends with the Mulliken charge.
Atoms and positions in Å:
C  1.901  -0.142  -0.201  -0.95
C  1.058  0.406  0.971  -0.38
N  -0.310  0.350  0.590  -0.04
C  -1.532  0.035  1.184  -0.43
C  -0.976  -0.636  -0.151  -0.18
C  -1.121  -0.089  -1.589  -1.28
H  2.810  0.443  -0.348  0.32
H  2.177  -1.183  -0.010  0.31
H  1.367  -0.142  -1.157  0.22
H  1.301  -0.164  1.881  0.24
H  1.252  1.462  1.185  0.34
H  -1.493  -0.308  2.234  0.27
H  -2.414  0.648  1.035  0.21
H  -0.839  -1.715  -0.057  0.34
H  -2.135  0.215  -1.834  0.33
H  -0.745  -0.756  -2.380  0.29
H  -0.495  0.814  -1.631  0.39

Output
SMILES: CCN1C[C@H]1C
Orbital gap: 0.3471 Ha
E_LUMO: 1.22 eV

*two*
Entry from the OMol25 dataset: one molecule with the formula C5H11N (ωB97M-V/def2-TZVPD).

Each line ends with the Mulliken charge.
Atoms and positions in Å:
C  -0.444  1.861  -0.331  -1.02
N  0.524  0.770  -0.371  -0.15
C  0.152  -0.342  -1.247  -0.71
C  -0.318  -1.501  -0.360  -0.45
C  0.037  -1.097  1.068  -0.56
C  0.807  0.244  0.963  -0.66
H  -0.470  2.297  -1.350  0.35
H  -0.087  2.638  0.331  0.39
H  -1.506  1.612  -0.204  0.33
H  -0.610  -0.060  -1.970  0.35
H  1.044  -0.537  -1.854  0.30
H  0.001  -2.522  -0.554  0.36
H  -1.409  -1.604  -0.422  0.21
H  0.679  -1.797  1.619  0.27
H  -0.784  -1.007  1.784  0.29
H  0.509  0.941  1.744  0.34
H  1.877  0.106  1.154  0.35

Output
SMILES: CN1CCCC1
Orbital gap: 0.3450 Ha
E_LUMO: 1.14 eV

*three*
Entry from the OMol25 dataset: C5H11N as an isolated structure (ωB97M-V/def2-TZVPD).

Each line ends with the Mulliken charge.
Atoms and positions in Å:
C  1.715  0.357  -0.660  -0.67
N  1.148  -0.262  0.449  -0.11
C  0.557  0.171  1.723  -0.38
C  -0.119  -0.538  0.625  0.38
C  -0.884  1.168  -0.954  -1.24
C  -1.049  -1.607  0.210  -1.14
H  1.802  -0.358  -1.483  0.25
H  0.436  0.973  -0.890  0.21
H  2.628  0.921  -0.482  0.29
H  0.334  1.230  1.889  0.24
H  0.948  -0.352  2.601  0.25
H  -1.737  1.036  -0.279  0.31
H  -1.135  0.674  -1.902  0.33
H  -0.803  2.244  -1.147  0.37
H  -2.003  -1.531  0.736  0.29
H  -1.237  -1.543  -0.867  0.26
H  -0.600  -2.583  0.430  0.39

Output
Orbital gap: 0.3014 Ha
E_LUMO: 0.89 eV

Most stable structure - *two*; separation to the second - 38.7 kcal/mol.

*one*
Entry from the OMol25 dataset: one molecule with the formula C5H11N (ωB97M-V/def2-TZVPD).

Each line ends with the Mulliken charge.
Atoms and positions in Å:
C  -1.238  1.698  -1.228  -0.98
C  -0.370  0.397  -1.229  -0.68
C  0.321  -0.012  -0.160  0.89
C  1.011  1.109  0.716  -1.03
N  0.269  -1.390  0.035  -0.24
C  0.386  -2.303  1.124  -0.87
H  -0.747  2.710  -0.974  0.26
H  -2.052  1.496  -0.460  0.23
H  -1.598  1.780  -2.293  0.32
H  -0.830  -0.274  -1.996  0.18
H  0.261  1.841  1.051  0.30
H  1.445  0.717  1.676  0.32
H  1.862  1.561  0.166  0.27
H  -0.068  -1.730  -0.809  0.14
H  0.083  -1.798  2.059  0.28
H  1.453  -2.592  1.270  0.27
H  -0.188  -3.209  1.052  0.33

Output
SMILES: C/C=C(\C)NC
Orbital gap: 0.2931 Ha
E_LUMO: 0.97 eV

*two*
Entry from the OMol25 dataset: one molecule with the formula C5H11N (ωB97M-V/def2-TZVPD).

Each line ends with the Mulliken charge.
Atoms and positions in Å:
C  -1.844  1.075  -0.268  -1.16
C  -1.484  -0.402  -0.151  -0.33
N  -0.074  -0.628  -0.452  -0.32
C  0.677  -1.545  0.385  -0.59
C  0.932  -0.080  0.437  0.37
C  2.113  0.571  -0.238  -1.37
H  -2.925  1.204  -0.384  0.38
H  -1.532  1.633  0.622  0.30
H  -1.347  1.518  -1.136  0.30
H  -1.769  -0.771  0.850  0.23
H  -2.067  -0.986  -0.872  0.36
H  0.162  -1.981  1.242  0.27
H  1.359  -2.239  -0.111  0.23
H  0.583  0.429  1.339  0.40
H  2.980  0.653  0.429  0.33
H  1.847  1.578  -0.585  0.28
H  2.390  -0.029  -1.108  0.32

Output
SMILES: CCN1C[C@H]1C
Orbital gap: 0.3776 Ha
E_LUMO: 1.27 eV

Most stable structure - *two*; separation to the second - 28.1 kcal/mol.

*one*
Entry from the OMol25 dataset: one molecule with the formula C6H15NO (ωB97M-V/def2-TZVPD).

Each line ends with the Mulliken charge.
Atoms and positions in Å:
C  1.486  -2.150  1.327  -0.69
O  1.464  -0.896  0.730  -0.45
C  -0.047  -0.216  0.224  1.56
C  -0.434  0.778  1.298  -1.79
C  -1.100  -1.279  -0.014  -1.64
C  0.650  0.278  -0.959  -0.83
C  -0.566  1.321  -1.677  -0.72
N  -0.448  2.708  -1.365  -0.57
H  1.035  -2.929  0.686  0.26
H  0.956  -2.157  2.294  0.25
H  2.530  -2.440  1.498  0.25
H  -0.497  0.257  2.252  0.40
H  0.305  1.572  1.389  0.39
H  -1.406  1.224  1.084  0.36
H  -1.257  -1.847  0.903  0.43
H  -2.055  -0.830  -0.282  0.42
H  -0.800  -1.976  -0.794  0.38
H  0.872  -0.509  -1.674  0.36
H  1.482  0.943  -0.741  0.41
H  -1.582  0.985  -1.477  0.38
H  -0.366  1.172  -2.738  0.32
H  0.478  3.071  -1.554  0.26
H  -0.702  2.921  -0.409  0.25

Output
SMILES: COC(C)(C)CCN
Orbital gap: 0.3401 Ha
E_LUMO: 0.84 eV

*two*
Entry from the OMol25 dataset: C6H15NO as an isolated structure (ωB97M-V/def2-TZVPD).

Each line ends with the Mulliken charge.
Atoms and positions in Å:
C  0.492  -0.156  0.735  0.37
C  0.707  0.957  -0.129  -0.27
C  -1.480  -0.261  -1.754  -1.01
C  -2.277  0.832  0.237  -1.09
C  0.642  -1.601  0.347  -1.26
C  2.289  0.333  1.433  -1.24
N  -1.148  0.522  -0.598  -0.06
O  1.458  0.907  -1.248  -0.49
H  1.509  -0.003  -1.570  0.40
H  -0.082  0.052  1.627  0.32
H  0.595  1.959  0.258  0.50
H  -2.280  0.206  -2.355  0.33
H  -1.830  -1.283  -1.512  0.29
H  -0.624  -0.367  -2.431  0.22
H  -3.042  1.420  -0.297  0.33
H  -2.781  -0.070  0.633  0.30
H  -1.967  1.434  1.099  0.30
H  1.170  -2.157  1.125  0.41
H  1.208  -1.737  -0.578  0.23
H  -0.340  -2.056  0.207  0.33
H  2.500  1.383  1.632  0.41
H  3.034  -0.099  0.766  0.30
H  2.246  -0.213  2.374  0.40

Output
Orbital gap: 0.2749 Ha
E_LUMO: 0.74 eV

*three*
Entry from the OMol25 dataset: a 2-piece molecular cluster, C6H15NO overall (ωB97M-V/def2-TZVPD).

Each line ends with the Mulliken charge.
Atoms and positions in Å:
C  -1.394  1.243  -1.911  -0.97
C  -0.202  0.844  -2.327  0.92
C  0.158  0.558  -3.753  -1.32
O  0.823  0.684  -1.430  -0.46
H  -2.199  1.348  -2.623  0.24
H  -1.583  1.465  -0.870  0.28
H  -0.731  0.542  -4.378  0.33
H  0.836  1.322  -4.140  0.34
H  0.648  -0.416  -3.845  0.36
H  1.639  0.506  -1.911  0.29
C  -1.559  -1.230  2.537  -1.24
C  -0.339  -0.815  1.735  0.10
N  0.730  -0.338  2.592  -0.45
C  1.870  0.160  1.839  -0.76
H  -2.334  -1.609  1.869  0.35
H  -1.972  -0.396  3.104  0.32
H  -1.311  -2.031  3.237  0.33
H  -0.602  -0.008  1.047  0.00
H  -0.020  -1.657  1.099  0.26
H  1.028  -1.073  3.222  0.25
H  2.741  0.255  2.486  0.36
H  2.136  -0.493  0.993  0.25
H  1.636  1.141  1.426  0.23

Output
SMILES: C=C(C)O.CCNC
Orbital gap: 0.3413 Ha
E_LUMO: 0.77 eV

Most stable structure - *three*; separation to the second - 22.7 kcal/mol.

*one*
Entry from the OMol25 dataset: one molecule with the formula C6H15NO (ωB97M-V/def2-TZVPD).

Each line ends with the Mulliken charge.
Atoms and positions in Å:
C  -2.105  -0.059  -2.041  -1.07
C  -2.245  -0.494  -0.537  -0.62
C  -1.228  0.163  0.434  -0.46
C  0.154  0.258  -0.153  -1.26
C  1.295  0.543  0.867  0.49
N  2.130  1.671  0.412  -0.68
C  2.134  -0.702  1.074  -0.93
O  1.310  -1.829  1.481  -0.55
H  -3.054  0.327  -2.367  0.34
H  -1.661  -0.865  -2.621  0.28
H  -1.419  0.787  -2.192  0.29
H  -2.081  -1.571  -0.500  0.30
H  -3.245  -0.196  -0.274  0.41
H  -1.231  -0.389  1.382  0.35
H  -1.655  1.149  0.667  0.32
H  0.402  -0.624  -0.760  0.46
H  0.196  1.082  -0.851  0.37
H  0.844  0.811  1.812  0.37
H  2.350  2.222  1.230  0.28
H  2.984  1.330  -0.011  0.24
H  2.725  -1.040  0.213  0.35
H  2.756  -0.605  1.957  0.39
H  0.644  -1.970  0.776  0.33

Output
SMILES: CCCC[C@H](N)CO
Orbital gap: 0.3814 Ha
E_LUMO: 1.00 eV

*two*
Entry from the OMol25 dataset: a 2-piece molecular cluster, C6H15NO overall (ωB97M-V/def2-TZVPD).

Each line ends with the Mulliken charge.
Atoms and positions in Å:
C  -1.755  -1.494  0.288  -1.14
C  -1.889  -0.092  -0.203  -0.29
C  -1.449  1.047  0.775  -0.86
C  -0.070  0.742  1.266  -0.67
C  1.082  0.884  0.553  0.85
C  2.286  0.063  1.007  -1.40
N  1.219  1.273  -0.806  -0.47
H  -0.741  -1.857  0.440  0.28
H  -2.349  -1.884  1.128  0.37
H  -2.231  -2.142  -0.479  0.34
H  -1.308  0.131  -1.090  0.18
H  -2.933  0.045  -0.482  0.36
H  -2.171  0.999  1.602  0.35
H  -1.483  1.982  0.232  0.31
H  0.231  0.474  2.265  0.34
H  2.566  -0.646  0.226  0.36
H  1.989  -0.423  1.930  0.38
H  3.194  0.649  1.220  0.33
H  2.146  1.099  -1.167  0.22
H  0.831  2.158  -1.091  0.19
O  0.698  -1.305  -2.541  -0.69
H  0.781  -0.612  -1.871  0.37
H  1.357  -1.090  -3.204  0.28

Output
SMILES: CCC/C=C(/C)N.O
Orbital gap: 0.3254 Ha
E_LUMO: 0.75 eV

*three*
Entry from the OMol25 dataset: a 2-piece molecular cluster, C6H15NO overall (ωB97M-V/def2-TZVPD).

Each line ends with the Mulliken charge.
Atoms and positions in Å:
C  0.064  3.193  -0.226  -0.61
C  -0.306  2.742  -1.410  -0.24
C  0.018  1.431  -2.068  -0.82
C  -0.981  0.278  -1.732  -0.85
C  -0.321  -0.938  -1.044  0.60
C  -1.183  -1.425  0.110  -1.68
N  -0.022  -2.062  -1.907  -0.61
H  -0.109  4.120  0.302  0.29
H  0.695  2.504  0.345  0.19
H  -1.070  3.239  -2.012  0.27
H  1.030  1.041  -1.935  0.52
H  0.051  1.639  -3.135  0.31
H  -1.682  0.739  -1.074  0.44
H  -1.458  -0.063  -2.645  0.30
H  0.608  -0.565  -0.624  0.32
H  -1.119  -0.782  0.993  0.38
H  -0.961  -2.399  0.554  0.42
H  -2.242  -1.433  -0.173  0.37
H  -0.787  -2.708  -2.023  0.20
H  0.538  -1.872  -2.724  0.19
O  2.327  -2.145  6.671  -0.64
H  1.526  -1.612  6.636  0.32
H  2.945  -1.762  6.042  0.32

Output
SMILES: C=CCC[C@@H](C)N.O
Orbital gap: 0.3589 Ha
E_LUMO: 0.88 eV

Most stable structure - *one*; separation to the second - 4.2 kcal/mol.